Formula: C33H27NO6P
Source: OMol25
Level of theory: ωB97M-V/def2-TZVPD

Orbital gap in Ha: 0.1166
E_tot in a.u.: -2121.248640
Total charge: -1

Geometry (Å):
C 2.979 -3.423 1.266
C 1.788 -4.077 0.949
C 0.624 -3.538 0.102
C -0.632 -4.500 0.484
N -1.929 -3.733 0.401
C -2.633 -3.712 1.696
P 0.121 -1.815 0.598
O 1.003 -1.235 1.951
O 0.194 -0.706 -0.713
H 3.273 -2.482 0.747
H 3.611 -3.825 2.105
H 1.686 -5.141 1.319
H -0.472 -4.881 1.531
H -0.706 -5.322 -0.276
H -2.542 -4.244 -0.243
H -2.439 -4.617 2.339
H -3.740 -3.501 1.600
H -2.221 -2.823 2.273
H 0.729 -1.792 2.692
H -0.654 -0.245 -0.676
C -4.734 2.798 -7.786
C -4.500 1.802 -8.730
C -4.108 0.535 -8.321
C -3.937 0.262 -6.965
C -4.148 1.266 -6.022
C -4.558 2.533 -6.435
C -3.923 1.005 -4.579
O -4.112 1.883 -3.756
C -3.457 -0.337 -4.160
C -3.186 -0.584 -2.815
C -2.761 -1.844 -2.411
C -2.615 -2.864 -3.347
C -2.878 -2.622 -4.689
C -3.291 -1.356 -5.101
C -3.535 -1.101 -6.538
O -3.405 -1.991 -7.361
H -5.049 3.785 -8.106
H -4.625 2.014 -9.786
H -3.932 -0.239 -9.058
H -4.736 3.312 -5.704
H -3.301 0.206 -2.082
H -2.544 -2.033 -1.363
H -2.290 -3.847 -3.029
H -2.758 -3.419 -5.413
C 6.181 0.824 2.619
C 5.216 -0.148 2.871
C 4.089 0.166 3.616
C 3.927 1.454 4.124
C 4.906 2.422 3.892
C 6.028 2.106 3.128
C 4.772 3.782 4.466
O 5.624 4.630 4.261
C 3.588 4.092 5.302
C 3.475 5.348 5.896
C 2.363 5.652 6.670
C 1.355 4.708 6.847
C 1.466 3.454 6.262
C 2.587 3.140 5.496
C 2.711 1.785 4.904
O 1.833 0.960 5.064
H 7.056 0.579 2.028
H 5.342 -1.153 2.483
H 3.340 -0.594 3.803
H 6.784 2.858 2.934
H 4.255 6.087 5.759
H 2.280 6.628 7.136
H 0.484 4.949 7.446
H 0.682 2.720 6.405

---

Formula: C5H8N2
Source: OMol25
Level of theory: ωB97M-V/def2-TZVPD

Orbital gap in Ha: 0.3708
E_tot in a.u.: -304.798635
Total charge: 0
ΔE to the lowest compared entry with this formula, charge and spin in kcal per mole: 23.13
SMILES string: CCn1ccnc1

Geometry (Å):
C -1.648 0.174 0.551
C -1.003 -0.175 -0.806
N 0.482 -0.352 -0.831
C 1.174 -1.042 0.195
C 1.937 -0.115 0.813
N 1.806 1.139 0.231
C 0.998 0.921 -0.751
H -2.727 -0.033 0.500
H -1.237 -0.478 1.323
H -1.523 1.219 0.869
H -1.298 0.603 -1.537
H -1.357 -1.131 -1.144
H 1.115 -2.103 0.420
H 2.595 -0.275 1.648
H 0.686 1.650 -1.481